[1]
{
  "formula": "C63H53Br9F10",
  "method": "ωB97M-V/def2-TZVPD",
  "e_tot_ha": -26597.1727,
  "lumo_ev": -0.23,
  "homo_lumo_gap_ev": 8.7,
  "species": ["C", "Br", "Br", "Br", "H", "C", "Br", "Br", "Br", "H", "C", "Br", "Br", "Br", "H", "F", "C", "C", "C", "C", "C", "C", "H", "H", "H", "H", "H", "F", "C", "C", "C", "C", "C", "C", "H", "H", "H", "H", "H", "F", "C", "C", "C", "C", "C", "C", "H", "H", "H", "H", "H", "F", "C", "C", "C", "C", "C", "C", "H", "H", "H", "H", "H", "F", "C", "C", "C", "C", "C", "C", "H", "H", "H", "H", "H", "F", "C", "C", "C", "C", "C", "C", "H", "H", "H", "H", "H", "F", "C", "C", "C", "C", "C", "C", "H", "H", "H", "H", "H", "F", "C", "C", "C", "C", "C", "C", "H", "H", "H", "H", "H", "F", "C", "C", "C", "C", "C", "C", "H", "H", "H", "H", "H", "F", "C", "C", "C", "C", "C", "C", "H", "H", "H", "H", "H"],
  "positions_angstrom": [[-7.056, -1.933, 1.699], [-7.079, -2.508, 3.505], [-7.105, -3.373, 0.501], [-5.535, -0.747, 1.425], [-7.958, -1.347, 1.485], [-2.251, -5.578, 2.808], [-1.704, -4.351, 4.235], [-0.729, -5.940, 1.586], [-3.951, -5.155, 1.948], [-2.468, -6.511, 3.277], [2.923, -3.350, -2.190], [2.040, -1.916, -3.118], [4.319, -4.146, -3.397], [1.812, -4.739, -1.436], [3.532, -2.944, -1.427], [-4.588, 0.243, 6.205], [-3.759, 0.609, 5.225], [-3.160, -0.433, 4.564], [-2.266, -0.243, 3.533], [-1.986, 1.101, 3.153], [-2.595, 2.144, 3.889], [-3.551, 1.916, 4.872], [-3.357, -1.438, 4.943], [-1.779, -1.081, 3.029], [-1.240, 1.372, 2.405], [-2.351, 3.143, 3.537], [-4.166, 2.666, 5.364], [2.274, -5.180, 2.384], [3.256, -4.378, 1.917], [3.081, -3.031, 2.036], [4.117, -2.191, 1.532], [5.148, -2.778, 0.837], [5.242, -4.168, 0.726], [4.308, -4.970, 1.276], [2.174, -2.646, 2.561], [4.059, -1.104, 1.614], [6.029, -2.207, 0.586], [6.049, -4.583, 0.120], [4.307, -6.020, 1.118], [-5.053, -5.217, -1.298], [-4.051, -4.874, -2.127], [-4.146, -3.628, -2.658], [-3.081, -3.148, -3.389], [-2.012, -3.992, -3.710], [-1.990, -5.295, -3.201], [-3.003, -5.750, -2.347], [-4.923, -2.977, -2.275], [-3.105, -2.131, -3.773], [-1.170, -3.543, -4.282], [-1.156, -5.915, -3.489], [-2.845, -6.720, -1.918], [5.208, -1.076, -2.103], [5.211, 0.254, -1.963], [6.104, 0.960, -2.787], [6.133, 2.348, -2.717], [5.214, 2.930, -1.821], [4.415, 2.245, -0.964], [4.368, 0.863, -1.032], [6.730, 0.467, -3.513], [6.806, 2.958, -3.327], [5.217, 4.025, -1.754], [3.854, 2.821, -0.280], [3.690, 0.366, -0.350], [-4.209, 1.581, -3.064], [-5.178, 0.638, -3.091], [-5.159, -0.263, -4.129], [-6.108, -1.299, -4.111], [-7.064, -1.311, -3.075], [-7.138, -0.319, -2.101], [-6.211, 0.710, -2.127], [-4.417, -0.183, -4.919], [-6.104, -2.083, -4.883], [-7.837, -2.084, -2.982], [-7.941, -0.338, -1.372], [-6.227, 1.480, -1.373], [1.977, 0.737, 2.934], [1.775, 2.039, 2.943], [1.388, 2.737, 4.066], [1.373, 4.116, 4.023], [1.595, 4.799, 2.855], [1.881, 4.090, 1.687], [1.935, 2.718, 1.741], [1.157, 2.165, 4.928], [1.100, 4.664, 4.914], [1.505, 5.885, 2.822], [2.017, 4.627, 0.757], [2.289, 2.214, 0.842], [7.797, -0.704, 1.490], [6.894, -0.178, 2.318], [6.363, 1.054, 2.036], [5.349, 1.567, 2.876], [5.027, 0.814, 3.988], [5.554, -0.414, 4.267], [6.513, -0.904, 3.400], [6.740, 1.608, 1.181], [4.896, 2.523, 2.705], [4.313, 1.241, 4.698], [5.280, -0.950, 5.187], [7.065, -1.820, 3.590], [-1.264, 6.861, -1.452], [-1.580, 5.728, -0.803], [-1.159, 5.581, 0.514], [-1.607, 4.535, 1.238], [-2.432, 3.577, 0.626], [-2.754, 3.668, -0.707], [-2.320, 4.779, -1.484], [-0.606, 6.379, 0.969], [-1.287, 4.458, 2.264], [-2.822, 2.702, 1.173], [-3.292, 2.929, -1.237], [-2.656, 4.965, -2.501], [-2.364, -2.910, 0.102], [-1.633, -1.827, -0.037], [-2.214, -0.781, -0.755], [-1.368, 0.339, -0.900], [-0.094, 0.339, -0.337], [0.420, -0.751, 0.366], [-0.329, -1.888, 0.435], [-3.251, -0.872, -1.129], [-1.710, 1.172, -1.435], [0.455, 1.255, -0.445], [1.447, -0.675, 0.668], [-0.050, -2.816, 0.916], [0.554, 5.494, -4.538], [0.529, 4.127, -4.508], [-0.042, 3.422, -5.532], [-0.048, 2.067, -5.355], [0.454, 1.443, -4.228], [1.004, 2.177, -3.177], [1.041, 3.545, -3.330], [-0.465, 3.886, -6.416], [-0.561, 1.516, -6.121], [0.471, 0.366, -4.202], [1.425, 1.668, -2.330], [1.464, 4.211, -2.583]],
  "forces_ev_per_a": [[-0.28, 1.22, -0.07], [-0.13, -0.15, 0.54], [0.21, -0.75, -0.70], [-0.13, -0.17, -0.12], [0.47, -0.13, 0.36], [0.25, 0.17, -0.34], [-0.32, -0.27, -0.70], [-1.03, 0.37, 0.50], [0.80, 0.22, 0.14], [0.20, -0.41, 0.33], [0.62, -0.87, -1.27], [-0.17, -0.32, 0.32], [-0.76, 0.23, 0.51], [0.01, 0.54, -0.32], [0.22, 0.48, 0.85], [-0.55, 0.44, 0.54], [0.17, -0.57, -0.59], [0.48, -1.43, 0.19], [0.45, 1.55, -0.70], [-0.25, -0.38, 1.44], [0.26, -0.32, -1.44], [-0.16, 0.15, 0.32], [-0.07, 0.23, -0.24], [-0.23, 0.24, 0.18], [-0.27, -0.31, 0.04], [-0.24, 0.03, 0.42], [0.46, 0.20, -0.12], [0.03, -0.12, 0.14], [-1.13, -0.11, 0.34], [0.12, 1.59, 0.37], [-1.42, -0.49, 0.01], [0.95, -0.14, 0.70], [1.19, 0.92, -1.11], [-0.47, -0.56, -0.12], [0.93, -0.27, -0.53], [0.00, -0.29, 0.21], [-0.17, 0.29, -0.55], [-0.12, 0.02, 0.35], [0.05, -0.75, 0.10], [-0.29, -0.56, 0.34], [0.00, -1.10, 0.56], [0.41, 1.10, 0.46], [0.36, -0.14, -0.88], [0.20, 0.71, 0.05], [-0.10, 0.84, -0.24], [0.84, 0.62, -0.97], [-0.16, -0.08, -0.35], [0.08, -0.13, 0.17], [-0.66, -0.76, 0.38], [0.06, -0.28, 0.27], [-0.62, -0.26, 0.36], [-0.15, -0.52, 0.15], [0.14, 0.64, -0.06], [-0.33, 0.43, 0.17], [-1.15, -0.42, 0.77], [1.81, 2.17, -0.95], [0.25, -0.68, -0.70], [0.32, -0.10, -0.18], [0.02, -0.45, 0.13], [-0.34, -0.31, 0.22], [-0.05, -0.38, -0.02], [-0.69, 0.24, 0.70], [0.18, -0.62, -0.23], [-0.01, 0.10, 0.08], [-1.03, 0.75, 0.56], [-0.36, -0.93, -0.03], [-0.48, 0.30, 0.60], [-0.43, -0.60, -0.33], [0.41, 0.20, -0.72], [1.05, -0.54, -0.35], [-0.02, -0.01, 0.23], [-0.01, 0.48, 0.45], [0.53, 0.06, -0.45], [0.17, 0.02, -0.02], [0.19, 0.21, -0.03], [-0.13, -1.09, 0.37], [-0.35, 1.63, -1.05], [0.59, -0.80, -0.33], [-0.68, 0.28, 0.55], [0.12, 0.56, -0.79], [-0.47, 0.58, 0.62], [1.08, -0.36, -0.69], [-0.12, -0.20, 0.90], [0.03, 0.00, 0.08], [0.14, -0.25, 0.08], [0.07, -0.12, -0.05], [-0.41, -0.34, 0.33], [0.68, -0.18, -0.46], [-0.39, 0.60, -0.22], [-0.86, 1.04, -0.13], [1.60, -1.10, -0.47], [-1.71, 1.25, 0.90], [0.61, -0.55, 0.36], [0.44, -1.23, 1.04], [-0.16, -0.06, -0.02], [-0.09, 0.31, -0.12], [0.08, -0.16, -0.26], [0.14, 0.22, -0.60], [-0.32, -0.10, -0.02], [0.28, 0.25, -0.07], [-0.17, -0.31, -0.49], [-0.14, 1.30, -0.96], [-0.64, -1.44, 0.17], [-0.11, -0.94, 0.62], [0.94, 1.73, -0.97], [-0.31, -0.26, 1.33], [0.37, 0.24, 0.08], [-0.10, -0.18, 0.22], [0.39, 0.63, -0.16], [-0.71, -0.79, -0.09], [0.23, -0.19, 0.15], [-0.89, -1.43, 0.36], [-0.04, 0.65, -1.07], [1.00, 0.31, 0.54], [-0.22, -1.72, 0.73], [-0.66, 0.26, -0.01], [0.32, 1.01, -1.19], [-1.03, -0.33, 0.55], [0.84, 0.17, 0.22], [-0.34, 1.14, -0.68], [0.40, 0.15, 0.08], [0.28, -0.29, 0.50], [0.32, 0.00, 0.03], [0.02, -0.57, -0.26], [0.37, 0.97, 1.53], [0.21, 0.83, 0.17], [-0.56, -0.96, -0.14], [0.22, -0.26, -0.01], [-0.12, -0.06, -1.03], [-0.15, 0.82, -0.56], [0.10, 0.09, 0.20], [0.13, -0.59, -0.19], [-0.21, -0.20, 0.15], [0.08, 0.03, 0.22], [-0.09, -0.09, -0.07]]
}

[2]
{
  "formula": "C7H7NO2",
  "method": "ωB97M-V/def2-TZVPD",
  "e_tot_ha": -475.9930,
  "lumo_ev": [0.74, -1.47],
  "homo_lumo_gap_ev": [7.3, 7.1],
  "de_lowest_kj_mol": 2.2,
  "multiplicity": 3,
  "s2": 2.01,
  "species": ["C", "C", "C", "C", "C", "C", "C", "N", "O", "O", "H", "H", "H", "H", "H", "H", "H"],
  "positions_angstrom": [[-2.401, 0.949, 0.255], [-1.281, 1.717, 0.118], [-2.055, -0.393, 0.087], [-0.172, 0.801, -0.027], [1.266, 0.675, -0.086], [0.007, -1.462, -0.670], [1.835, -0.547, 0.539], [-0.736, -0.460, -0.075], [2.121, 1.471, -0.445], [3.134, -0.731, 0.376], [-3.327, 1.408, 0.657], [-1.158, 2.798, 0.194], [-2.634, -1.326, -0.061], [0.525, -1.188, -1.571], [-0.185, -2.567, -0.450], [1.446, -1.284, 1.204], [3.616, 0.139, -0.044]],
  "forces_ev_per_a": [[-2.16, -0.36, 0.83], [4.07, -0.26, -0.01], [-2.07, -0.55, 0.07], [-2.00, 0.65, -0.30], [1.31, -0.75, 2.19], [-1.95, -3.64, -0.95], [1.21, 2.04, -0.24], [1.09, 0.59, -0.24], [0.38, 1.28, -1.04], [2.21, 2.20, -0.91], [0.43, -0.86, -0.85], [-0.20, -0.48, 0.11], [0.24, 1.02, 0.40], [0.31, -0.15, -0.03], [0.07, 1.94, -0.23], [-0.65, -0.25, 0.03], [-2.31, -2.43, 1.16]]
}

[3]
{
  "formula": "C39H47BF9NO6S",
  "method": "ωB97M-V/def2-TZVPD",
  "e_tot_ha": -3342.2278,
  "lumo_ev": 0.17,
  "homo_lumo_gap_ev": 8.1,
  "smiles": "COB(O)c1ccc2c(c1)Sc1cc(C(F)(F)C(F)(F)C(F)(F)C(F)(F)F)ccc1N2c1ccccc1.C1CCOC1.C1CCOC1.C1CCOC1.C1CCOC1",
  "species": ["C", "O", "B", "O", "C", "C", "C", "C", "C", "C", "S", "C", "C", "C", "C", "F", "F", "C", "F", "F", "C", "F", "F", "C", "F", "F", "F", "C", "C", "C", "N", "C", "C", "C", "C", "C", "C", "H", "H", "H", "H", "H", "H", "H", "H", "H", "H", "H", "H", "H", "H", "H", "C", "C", "C", "O", "C", "H", "H", "H", "H", "H", "H", "H", "H", "C", "C", "C", "O", "C", "H", "H", "H", "H", "H", "H", "H", "H", "C", "C", "C", "O", "C", "H", "H", "H", "H", "H", "H", "H", "H", "C", "C", "C", "O", "C", "H", "H", "H", "H", "H", "H", "H", "H"],
  "positions_angstrom": [[0.690, -0.619, 7.261], [-0.299, 0.447, 7.216], [-1.448, 0.097, 6.475], [-2.698, 0.117, 7.121], [-1.453, -0.281, 4.917], [-2.653, -0.844, 4.283], [-2.648, -1.155, 2.820], [-1.458, -0.928, 1.970], [-0.269, -0.379, 2.630], [-0.247, -0.069, 4.075], [1.222, -0.064, 1.637], [0.965, -1.157, 0.204], [2.136, -1.568, -0.597], [2.010, -2.427, -1.782], [3.192, -2.854, -2.693], [3.682, -1.734, -3.351], [2.643, -3.673, -3.694], [4.309, -3.729, -1.985], [3.905, -5.056, -2.131], [4.374, -3.535, -0.615], [5.719, -3.631, -2.685], [5.647, -3.861, -4.042], [6.500, -4.676, -2.187], [6.526, -2.291, -2.406], [7.788, -2.498, -1.923], [6.702, -1.652, -3.625], [5.883, -1.394, -1.603], [0.639, -2.897, -2.097], [-0.529, -2.493, -1.298], [-0.393, -1.600, -0.116], [-1.621, -1.239, 0.562], [-2.353, -0.153, -0.104], [-2.168, 1.243, 0.294], [-2.949, 2.314, -0.358], [-3.931, 1.994, -1.415], [-4.074, 0.590, -1.786], [-3.316, -0.490, -1.157], [0.837, -0.881, 8.346], [1.651, -0.208, 6.843], [0.296, -1.486, 6.662], [-2.605, -0.100, 8.064], [-3.611, -1.027, 4.837], [-3.593, -1.556, 2.369], [0.670, 0.333, 4.582], [3.169, -1.226, -0.328], [0.412, -3.580, -2.952], [-1.549, -2.858, -1.587], [-1.471, 1.543, 1.108], [-2.780, 3.366, -0.010], [-4.502, 2.836, -1.866], [-4.796, 0.285, -2.590], [-3.453, -1.559, -1.434], [12.278, -2.719, -2.570], [11.054, -3.118, -1.770], [11.651, -4.038, -0.720], [12.987, -3.577, -0.479], [13.342, -2.627, -1.491], [12.155, -1.790, -3.128], [12.533, -3.513, -3.280], [10.620, -2.236, -1.290], [10.276, -3.599, -2.364], [11.712, -5.069, -1.083], [11.087, -4.031, 0.215], [13.353, -1.633, -1.030], [14.342, -2.847, -1.867], [-7.679, 0.807, 2.235], [-7.273, 1.691, 3.400], [-5.787, 1.404, 3.490], [-5.331, 1.099, 2.186], [-6.461, 0.902, 1.327], [-8.603, 1.119, 1.746], [-7.805, -0.224, 2.579], [-7.435, 2.744, 3.148], [-7.810, 1.478, 4.325], [-5.587, 0.529, 4.119], [-5.224, 2.254, 3.882], [-6.527, 1.765, 0.655], [-6.316, 0.004, 0.724], [-3.568, 6.167, 3.100], [-2.088, 6.374, 3.360], [-1.456, 5.532, 2.267], [-2.363, 5.548, 1.156], [-3.614, 6.103, 1.584], [-4.201, 6.954, 3.512], [-3.889, 5.212, 3.525], [-1.830, 7.428, 3.216], [-1.772, 6.080, 4.361], [-1.335, 4.491, 2.587], [-0.484, 5.914, 1.951], [-3.705, 7.103, 1.147], [-4.435, 5.485, 1.215], [-3.893, -0.589, -6.953], [-4.006, 0.784, -7.585], [-4.792, 1.549, -6.535], [-4.451, 0.978, -5.265], [-3.736, -0.246, -5.483], [-3.067, -1.185, -7.342], [-4.821, -1.148, -7.110], [-3.011, 1.223, -7.700], [-4.492, 0.781, -8.562], [-5.871, 1.429, -6.680], [-4.558, 2.616, -6.531], [-2.686, -0.071, -5.226], [-4.130, -1.024, -4.826]],
  "forces_ev_per_a": [[0.12, 0.47, 0.04], [-0.77, -1.24, -0.61], [-0.57, 0.47, 0.31], [1.19, -0.52, -0.30], [0.27, -0.45, -2.18], [1.59, 0.28, -2.49], [1.57, 0.79, 1.63], [-1.17, 0.11, 3.35], [-1.10, -0.52, 0.79], [-2.11, -0.91, -0.80], [-0.68, -0.61, -0.27], [-0.45, -0.97, -0.93], [-1.14, -0.73, -0.84], [-2.80, 0.47, 1.75], [-2.26, 0.25, -0.39], [0.22, -1.35, 0.88], [1.11, 1.06, 1.01], [-0.63, -1.51, 0.01], [0.63, 1.71, 0.16], [0.33, 0.28, -2.07], [1.43, -1.49, 0.26], [-0.44, 0.60, 1.94], [-1.11, 1.40, -0.35], [1.19, 2.00, -1.46], [-2.01, -0.06, -0.28], [-0.33, -0.87, 1.67], [0.63, -1.51, -0.63], [-0.32, 1.08, 1.40], [2.28, 0.80, 0.69], [1.73, -1.48, -2.68], [1.47, 1.35, 0.64], [-1.48, 1.69, -1.27], [-1.72, 0.07, -1.73], [-0.27, -2.21, -0.48], [2.03, -1.51, 1.80], [0.58, 0.00, 0.59], [0.61, 2.43, 1.05], [-0.09, 0.03, -1.16], [-0.86, -0.69, 0.35], [0.85, 0.60, 0.66], [0.01, 0.54, -0.38], [1.25, 0.26, -0.43], [1.15, 0.46, 0.31], [-0.93, -0.42, -0.85], [-1.27, -0.19, -0.03], [0.56, 0.78, 0.86], [1.24, 0.38, 0.37], [-0.59, -0.48, -0.77], [-0.24, -1.09, -0.44], [0.43, -1.07, 0.22], [0.78, 0.55, 0.88], [0.00, 1.08, 0.18], [0.12, -0.12, -0.30], [-0.26, 0.18, 0.11], [0.13, -0.25, 0.06], [-0.16, 0.09, -0.22], [0.09, 0.14, 0.24], [0.02, -0.03, 0.04], [0.01, 0.06, 0.01], [-0.02, -0.06, -0.02], [0.04, 0.00, 0.04], [-0.10, -0.01, 0.00], [0.11, 0.00, 0.02], [0.04, 0.04, -0.09], [-0.01, -0.05, 0.10], [-0.12, -0.26, -0.04], [-0.15, 0.27, -0.03], [0.28, -0.12, 0.53], [-0.20, -0.08, -0.46], [0.08, 0.17, -0.11], [0.06, -0.01, -0.01], [-0.03, 0.04, -0.04], [-0.01, -0.04, 0.02], [0.06, -0.01, -0.03], [-0.05, 0.10, 0.20], [0.08, -0.07, 0.00], [-0.06, -0.06, -0.06], [0.14, 0.05, 0.02], [-0.24, -0.22, 0.16], [0.17, 0.29, 0.07], [0.09, -0.28, -0.10], [-0.08, 0.07, 0.26], [0.01, 0.15, -0.25], [0.02, -0.02, -0.04], [-0.02, 0.05, -0.02], [0.02, -0.05, 0.03], [0.00, -0.02, -0.06], [0.07, 0.02, 0.07], [-0.06, -0.04, -0.10], [-0.09, 0.00, 0.03], [0.09, -0.03, -0.06], [-0.20, -0.30, -0.05], [0.24, 0.20, -0.17], [-0.26, 0.05, 0.15], [0.04, -0.16, -0.27], [0.21, 0.16, 0.21], [-0.02, 0.03, 0.04], [0.06, -0.01, 0.01], [-0.06, 0.00, -0.02], [0.00, 0.01, 0.05], [0.00, 0.06, -0.09], [-0.01, -0.04, 0.11], [0.01, -0.11, 0.01], [-0.03, 0.09, 0.05]]
}

[4]
{
  "formula": "C8H12OS2",
  "method": "ωB97M-V/def2-TZVPD",
  "e_tot_ha": -1183.4393,
  "lumo_ev": 0.46,
  "homo_lumo_gap_ev": 8.9,
  "de_lowest_kj_mol": 539.4,
  "species": ["C", "C", "C", "C", "C", "C", "C", "C", "O", "S", "S", "H", "H", "H", "H", "H", "H", "H", "H", "H", "H", "H", "H"],
  "positions_angstrom": [[0.038, -2.349, -0.591], [-0.734, -1.463, -0.068], [-1.706, -0.693, 0.179], [2.896, -0.404, -0.550], [-2.402, -0.770, 1.560], [-1.324, 0.696, -1.868], [3.669, 1.862, 1.135], [-2.012, 0.562, -0.522], [1.404, -2.397, -0.436], [1.847, -1.036, 0.474], [3.834, 0.900, -0.525], [-0.239, -3.009, -1.323], [-2.014, -0.022, 2.274], [-2.539, -1.726, 1.994], [-3.404, -0.405, 1.278], [-1.758, 1.492, -2.428], [-1.623, -0.123, -2.447], [-0.324, 0.931, -1.875], [4.686, 1.539, 1.719], [2.782, 1.329, 1.601], [3.824, 2.926, 1.009], [-3.125, 0.655, -0.700], [-1.775, 1.505, 0.110]],
  "forces_ev_per_a": [[1.45, 0.70, 0.45], [0.73, -1.51, -1.27], [-1.49, 1.69, 3.75], [-0.09, 0.20, 0.26], [-1.16, 1.61, -1.63], [-2.50, 0.65, 0.43], [2.54, -3.26, 0.74], [-0.58, 2.52, -0.49], [0.00, 0.48, 0.92], [0.84, -0.57, -0.38], [0.45, 1.30, 0.52], [-1.03, -1.88, -1.40], [0.14, -0.46, -0.33], [0.36, -0.96, 0.34], [-0.08, -0.13, 0.67], [-0.59, 1.08, -0.23], [0.37, -1.65, -0.93], [2.56, -0.20, 0.29], [-2.58, 0.52, -1.12], [0.97, 1.63, -0.21], [-1.00, 0.17, -0.09], [0.97, -0.29, 0.29], [-0.26, -1.64, -0.57]]
}

| no. | M (g mol⁻¹) |
| --- | --- |
| 1 | 1719.23 |
| 2 | 137.14 |
| 3 | 839.67 |
| 4 | 188.32 |